18 unconnected molecules or ions with the total composition C26H53BCl34N2O3. Source: the Open Molecules 2025 dataset; level of theory: wB97M-V/def2-TZVPD.

Positions of all 119 atoms, in Å:
C: -4.2059 4.2756 0.4218
C: -3.8201 3.4496 -0.3570
C: -3.3565 2.4348 -1.3017
O: -2.7667 3.0778 -2.4366
C: -1.7766 2.2886 -3.0610
C: -0.4781 3.0669 -3.2869
C: -0.0188 3.9498 -2.1229
C: -0.2457 3.4319 -0.6885
C: 0.9926 3.6274 0.2195
N: 1.5757 2.3906 0.7472
O: 0.5134 2.1679 -3.7813
C: 1.0502 1.2642 -2.8360
B: -4.5576 1.4197 -1.6929
N: -4.8162 0.2482 -0.8487
O: -5.2999 1.6674 -2.8000
H: -4.3448 5.0440 1.1487
H: -2.6139 1.8313 -0.7628
H: -2.1418 2.0110 -4.0569
H: -1.5997 1.3486 -2.5321
H: -0.6797 3.7433 -4.1207
H: -0.5757 4.8822 -2.2260
H: 1.0314 4.1888 -2.3066
H: -0.5436 2.3828 -0.6633
H: -1.0647 4.0070 -0.2549
H: 1.7827 4.1523 -0.3199
H: 0.7211 4.2369 1.0824
H: 0.9480 1.9549 1.4077
H: 1.7386 1.7451 -0.0143
H: 1.4160 0.3853 -3.3629
H: 1.9016 1.6944 -2.2903
H: 0.3262 0.9198 -2.0946
H: -4.2600 -0.5250 -1.2142
H: -4.4301 0.4074 0.0798
H: -6.1131 1.1464 -2.7455
C: 3.4061 -0.5420 -0.9544
Cl: 1.8268 -1.2136 -0.4917
Cl: 3.7741 -0.8628 -2.6495
H: 3.3884 0.5304 -0.8001
H: 4.1731 -0.9984 -0.3391
C: 6.3313 -3.2425 -4.0468
Cl: 6.2152 -3.2852 -2.2881
Cl: 8.0052 -3.0271 -4.5830
H: 5.9549 -4.1778 -4.4425
H: 5.7449 -2.4075 -4.4135
C: -2.7623 -1.5186 1.7703
Cl: -1.9109 0.0160 1.5167
Cl: -2.8341 -2.4852 0.2875
H: -2.2339 -2.0808 2.5312
H: -3.7755 -1.3037 2.0911
C: 2.3105 -1.4963 3.1501
Cl: 1.4737 -2.8570 3.9110
Cl: 1.5516 0.0458 3.5480
H: 3.3318 -1.4747 3.5120
H: 2.2805 -1.6211 2.0715
C: 1.9684 0.8008 -6.3387
Cl: 1.7331 -0.9215 -5.9943
Cl: 3.4966 1.0941 -7.1829
H: 1.1565 1.1372 -6.9721
H: 1.9749 1.3490 -5.4074
C: -7.8764 0.6962 1.4835
Cl: -6.7785 2.0233 1.0831
Cl: -8.2291 -0.3336 0.0848
H: -7.4063 0.0915 2.2467
H: -8.8111 1.1067 1.8400
C: -9.3276 -0.0099 5.1697
Cl: -8.3191 1.4203 4.9087
Cl: -9.5368 -0.9572 3.6928
H: -8.8557 -0.6371 5.9164
H: -10.3024 0.3223 5.5052
C: -8.3378 -4.2146 0.7593
Cl: -8.7305 -4.0203 2.4776
Cl: -6.6707 -3.7547 0.4057
H: -8.4697 -5.2574 0.4978
H: -9.0056 -3.5838 0.1847
C: 9.8327 -1.7196 -1.3959
Cl: 10.0866 -0.1376 -0.6469
Cl: 9.6963 -3.0125 -0.1987
H: 8.9137 -1.6875 -1.9691
H: 10.6765 -1.9371 -2.0391
C: -4.7399 2.5035 5.1025
Cl: -4.2909 3.1306 3.5125
Cl: -3.9908 0.9355 5.4330
H: -4.4287 3.2115 5.8612
H: -5.8127 2.3678 5.1228
C: 2.5066 2.4851 -10.6408
Cl: 0.9563 1.7997 -10.1377
Cl: 2.8660 2.1456 -12.3371
H: 2.4655 3.5589 -10.5052
H: 3.2844 2.0480 -10.0267
C: 4.0641 1.1541 6.2845
Cl: 4.2353 0.0322 7.6411
Cl: 4.8068 0.5358 4.8096
H: 3.0070 1.2927 6.0987
H: 4.5370 2.0933 6.5449
C: 11.2059 -3.0045 -6.4012
Cl: 11.5407 -2.0467 -4.9510
Cl: 12.5785 -3.0326 -7.5112
H: 10.9868 -4.0205 -6.0960
H: 10.3575 -2.5645 -6.9114
C: 0.1894 -0.5380 7.0765
Cl: 0.7562 1.0983 7.4562
Cl: -1.1392 -0.5174 5.9174
H: 1.0137 -1.1021 6.6531
H: -0.1558 -0.9930 7.9968
C: -5.5989 -4.5244 4.7705
Cl: -5.7106 -3.3211 6.0632
Cl: -4.0928 -4.3824 3.8549
H: -5.6350 -5.5124 5.2126
H: -6.4303 -4.3737 4.0913
C: -2.3010 -2.2127 -3.7121
Cl: -2.9981 -3.4528 -2.6682
Cl: -3.2727 -0.7341 -3.6949
H: -1.3090 -1.9726 -3.3462
H: -2.2553 -2.5902 -4.7262
C: 7.8083 -1.4019 7.9582
Cl: 7.9981 -2.5249 9.3119
Cl: 8.5311 -2.0234 6.4698
H: 6.7506 -1.2478 7.7872
H: 8.2981 -0.4705 8.2147

Atoms 1-6, force components in eV/Å:
0.3 0.3 0.2
0.0 -0.1 -0.2
-0.5 -0.1 -0.2
0.3 0.0 0.4
-0.2 0.0 -0.7
-0.3 0.3 0.1

Computed properties:
E_HOMO in eV: -8.90
Molar mass in u: 1657.93
Strongest force on any atom in Eh/bohr: 0.015
Lowest unoccupied orbital energy in eV: 0.19
Gap between HOMO and LUMO in eV: 9.09

8 unconnected molecules or ions with the total composition C42H78BBr14Cl2N3O5P in a non-equilibrium geometry. Source: the Open Molecules 2025 dataset; level of theory: wB97M-V/def2-TZVPD.

Positions of all 146 atoms, in Å:
C: -2.5605 -3.7378 5.6762
C: -3.3909 -3.7608 4.2771
O: -2.5061 -3.9681 3.1395
P: -3.4072 -3.9538 1.6764
O: -4.1481 -5.2925 1.4734
C: -2.2856 -3.7168 0.1806
C: -1.5813 -2.2479 0.2928
C: -1.2658 -1.7439 -1.1988
C: 0.1257 -0.9562 -1.2049
C: 0.1937 0.5332 -1.8687
C: -0.9808 1.5695 -1.5705
Cl: -1.8690 1.3222 0.0173
C: -2.1218 1.4556 -2.7446
C: -2.1974 2.8226 -3.6180
C: 1.7611 1.0368 -1.7823
C: 2.2641 1.7787 -0.4571
C: 2.0293 3.3502 -0.4099
C: 0.7506 3.9339 0.2949
C: 0.4358 5.4329 0.4363
C: 1.4082 6.4798 -0.1531
C: 2.6940 5.9659 -0.8461
C: 3.0125 4.4317 -0.9730
C: 4.3910 4.0313 -1.6651
B: 2.1490 1.8428 -3.1390
N: 1.1084 2.6136 -3.9289
O: 3.4830 1.8716 -3.7449
C: 2.3720 -0.4743 -1.5492
C: 3.9397 -0.7355 -1.7642
C: 4.6141 -1.0980 -0.3277
O: 4.8191 -0.2823 0.5801
Cl: 5.1827 -2.8343 0.0019
N: 1.3650 -1.5987 -1.8324
N: 1.7404 -2.4813 -0.7651
C: 1.1673 -2.1356 -3.2030
C: 2.0155 -1.5192 -4.4027
C: 1.3070 -3.7573 -3.3359
C: 0.3325 -4.3416 -4.5091
O: -4.4704 -2.5988 1.6948
C: -5.8466 -3.0641 1.9053
C: -6.7065 -1.7471 2.2908
H: -1.4864 -4.1059 5.5354
H: -3.1464 -4.3753 6.4275
H: -2.5400 -2.6661 6.0961
H: -4.1663 -4.6117 4.3434
H: -3.9405 -2.7527 4.2099
H: -1.4231 -4.4714 0.2715
H: -2.8153 -3.8167 -0.8222
H: -0.6111 -2.4197 0.8800
H: -2.2158 -1.4911 0.8600
H: -1.2184 -2.6512 -1.8946
H: -2.1521 -1.0758 -1.5150
H: 0.2173 -0.6650 -0.0886
H: 0.1032 0.3885 -3.0140
H: -0.6226 2.6521 -1.6214
H: -3.1520 1.3803 -2.2284
H: -2.0120 0.5132 -3.3774
H: -1.8926 3.7533 -3.0125
H: -1.5162 2.7604 -4.5322
H: -3.2638 2.9363 -4.0089
H: 1.8122 1.3594 0.5227
H: 3.4106 1.6256 -0.4112
H: 0.0247 3.1925 0.7575
H: -0.5259 5.7219 0.9954
H: 1.1308 7.5795 -0.0219
H: 3.4172 6.7856 -1.2449
H: 4.7905 3.0024 -1.3898
H: 5.1410 4.8849 -1.4676
H: 4.2052 4.0674 -2.8070
H: 0.5760 3.2446 -3.3163
H: 0.5086 1.9744 -4.4658
H: 3.7114 0.9430 -3.9838
H: 2.3341 -0.5003 -0.3920
H: 4.1780 -1.6707 -2.4024
H: 4.5352 0.1519 -2.1547
H: 2.5823 -3.0244 -1.0107
H: 1.0068 -3.1807 -0.5859
H: 0.0718 -1.9541 -3.5343
H: 1.8627 -2.2332 -5.3020
H: 1.5297 -0.5353 -4.7674
H: 3.1387 -1.4564 -4.2682
H: 0.9832 -4.3166 -2.3985
H: 2.3828 -4.0358 -3.6177
H: -0.5353 -3.6318 -4.7396
H: -0.1067 -5.3374 -4.1434
H: 0.9287 -4.4994 -5.4805
H: -5.9080 -3.8717 2.7203
H: -6.1916 -3.5320 0.9171
H: -6.1762 -1.1495 3.1209
H: -6.8729 -1.0886 1.3681
H: -7.7056 -2.1329 2.6876
Br: -0.4870 0.1034 6.8310
C: -1.8292 0.9483 7.9640
C: -2.7455 -0.0767 8.5851
Br: -4.0447 -0.7342 7.2902
H: -2.3524 1.6769 7.3447
H: -1.2628 1.4736 8.7347
H: -3.3384 0.3721 9.3833
H: -2.2189 -0.9477 8.9762
Br: 2.7322 0.5630 -7.1224
C: 1.4038 1.3697 -8.2979
C: 0.4611 2.2652 -7.5320
Br: -0.8611 1.2290 -6.5373
H: 0.8992 0.5531 -8.8141
H: 1.9805 1.9490 -9.0205
H: -0.1216 2.8823 -8.2173
H: 0.9667 2.9086 -6.8108
Br: 2.8018 7.4208 -3.1603
C: 3.5029 9.0876 -3.8933
C: 4.9612 8.9543 -4.2545
Br: 6.0906 9.0150 -2.6667
H: 3.3101 9.8654 -3.1545
H: 2.9027 9.2826 -4.7838
H: 5.2845 9.7978 -4.8660
H: 5.1933 8.0249 -4.7742
Br: 0.5733 -1.6633 11.1604
C: 1.9788 -2.3983 10.0264
C: 1.6074 -2.3061 8.5678
Br: 0.3090 -3.6759 8.0801
H: 2.1575 -3.4196 10.3626
H: 2.8608 -1.7915 10.2376
H: 2.4764 -2.5012 7.9365
H: 1.1732 -1.3442 8.2928
Br: -2.0956 -6.9101 -3.3632
C: -3.9169 -6.2295 -3.2101
C: -4.2687 -5.3332 -4.3708
Br: -3.4520 -3.5721 -4.1773
H: -3.9895 -5.7308 -2.2434
H: -4.5509 -7.1174 -3.2039
H: -5.3429 -5.1460 -4.3998
H: -3.9477 -5.7287 -5.3342
Br: -1.2874 2.7363 3.4377
C: -3.1205 3.3913 3.5403
C: -3.4611 4.2590 2.3536
Br: -2.6739 6.0345 2.5254
H: -3.2200 3.9083 4.4947
H: -3.7423 2.4944 3.5513
H: -4.5372 4.4296 2.2991
H: -3.1147 3.8483 1.4049
Br: 4.3358 -4.5145 5.7301
C: 4.2714 -3.1033 4.3874
C: 3.0649 -2.2195 4.5816
Br: 1.4399 -3.0880 3.9444
H: 4.2971 -3.5899 3.4124
H: 5.1915 -2.5339 4.5287
H: 3.1539 -1.3106 3.9846
H: 2.8924 -1.9486 5.6231

Atoms 1-6, force components in eV/Å:
-0.4 0.4 -0.5
-0.6 0.1 2.2
-1.8 1.0 -2.5
-1.8 -2.8 -0.1
1.6 3.4 0.7
1.4 1.6 1.3

Computed properties:
E_HOMO in eV: -10.12
Molar mass in u: 1936.45
Strongest force on any atom in Eh/bohr: 0.095
Lowest unoccupied orbital energy in eV: -2.27
Gap between HOMO and LUMO in eV: 7.85
Net charge: +1

A gas-phase ion, C5H16N3 (charge +1) in a non-equilibrium geometry. Source: the Open Molecules 2025 dataset; level of theory: wB97M-V/def2-TZVPD.

Positions of all 24 atoms, in Å:
C: -1.6329 1.4677 0.1736
N: -0.7780 0.7349 -0.7233
C: -1.0853 -0.6756 -0.9490
C: 0.1929 -1.3587 -1.3791
C: 0.9605 -1.9043 -0.1532
N: 2.2912 -1.2798 -0.0820
C: -0.8664 1.6320 1.5214
N: 0.5570 1.2912 1.2924
H: -2.5366 0.8892 0.3466
H: -2.0364 2.3878 -0.2216
H: -0.7267 1.1924 -1.6359
H: -1.8624 -0.7718 -1.7148
H: -1.6096 -1.0605 -0.0830
H: 0.0442 -2.1169 -2.1426
H: 0.8406 -0.6072 -1.8264
H: 0.3605 -1.6350 0.7193
H: 0.8967 -2.9841 -0.2674
H: 2.7273 -1.5556 0.7764
H: 2.8681 -1.7120 -0.7925
H: -0.9495 2.5723 2.0606
H: -1.2804 0.8662 2.1393
H: 0.6717 0.6583 0.4913
H: 0.9070 0.8345 2.1362
H: 1.1748 2.0373 0.9864

Atoms 1-6, force components in eV/Å:
-0.4 -0.1 0.2
0.0 0.7 -1.2
-1.0 0.3 -1.2
0.3 -0.2 0.5
-0.7 0.4 -0.9
-0.6 -0.4 0.1

Computed properties:
E_HOMO in eV: -13.08
Molar mass in u: 118.20
Energy relative to the best compared isomer or geometry (same formula, charge and spin) in eV: 1.788
Strongest force on any atom in Eh/bohr: 0.031
SMILES: NCCCNCC[NH3+]
Lowest unoccupied orbital energy in eV: -3.04
Gap between HOMO and LUMO in eV: 10.04
Net charge: +1

2 unconnected molecules or ions with the total composition C4H13N2Si in a non-equilibrium geometry. Source: the Open Molecules 2025 dataset; level of theory: wB97M-V/def2-TZVPD.

Positions of all 20 atoms, in Å:
C: 2.0582 -0.0612 0.0278
C: -1.3724 1.7545 -0.2433
C: -2.7639 -1.2077 0.1492
C: 0.1824 -0.8235 0.6508
N: 2.7780 -0.8849 -0.6924
N: 2.4566 1.0926 0.4403
Si: -1.3625 -0.1797 -0.5282
H: -1.2899 2.1798 0.7727
H: -0.6348 2.2784 -0.8914
H: -2.2893 2.2237 -0.5265
H: -2.6168 -2.2085 -0.1230
H: -2.6227 -1.0729 1.2093
H: -3.8522 -0.9409 -0.1963
H: 0.5173 -1.8832 0.7912
H: 0.0939 -0.4509 1.6414
H: 2.4689 -1.8031 -0.9013
H: 3.8380 -0.6052 -0.7210
H: 1.8166 1.7901 0.8999
H: 3.4112 1.5506 0.1002
H: -0.8165 -0.7477 -1.8596

Atoms 1-6, force components in eV/Å:
-4.4 -2.4 1.1
0.6 -0.3 -0.4
-1.8 2.2 -0.9
2.2 0.5 -2.0
3.3 2.4 0.7
2.1 3.5 -0.2

Computed properties:
E_HOMO in eV: -14.46
Molar mass in u: 117.25
Energy relative to the best compared isomer or geometry (same formula, charge and spin) in eV: 2.865
Strongest force on any atom in Eh/bohr: 0.100
Lowest unoccupied orbital energy in eV: -3.40
Gap between HOMO and LUMO in eV: 11.06
Net charge: +1

A molecular structure, C5H10ClP in a non-equilibrium geometry. Source: the Open Molecules 2025 dataset; level of theory: wB97M-V/def2-TZVPD.

Positions of all 17 atoms, in Å:
C: 2.9931 -0.4582 0.1876
C: -0.8769 1.3450 1.5663
C: -1.4438 0.6563 -0.9580
C: 0.9302 -1.9152 -0.8948
C: -1.0497 0.2923 0.3930
P: 1.2645 -0.4455 0.1809
Cl: 3.9812 0.7366 0.9057
H: -1.8235 1.2673 2.0464
H: 0.0323 1.1531 2.1250
H: -0.8560 2.2814 1.1265
H: -1.0772 1.6029 -1.3719
H: -2.5287 0.7110 -1.1093
H: -0.9976 -0.1463 -1.5273
H: 0.3295 -2.7364 -0.6087
H: 0.4225 -1.3874 -1.8094
H: 1.9865 -2.3083 -1.1102
H: -1.2865 -0.6488 0.8584

Atoms 1-6, force components in eV/Å:
-1.8 0.3 0.2
-0.5 -2.4 -2.1
-0.3 0.0 -1.0
1.5 1.8 -2.3
3.7 1.4 3.1
0.1 -0.8 -0.1

Computed properties:
E_HOMO (spin up / spin down) in eV: -7.43 / -7.82
Molar mass in u: 136.56
Energy relative to the best compared isomer or geometry (same formula, charge and spin) in eV: 4.112
Strongest force on any atom in Eh/bohr: 0.098
Lowest unoccupied orbital energy (spin up / spin down) in eV: -0.79 / -0.40
Gap between HOMO and LUMO (spin up / spin down) in eV: 6.63 / 7.43